(1)
Computed, not measured: the ion C4H12NO with charge +2, with ωB97M-V/def2-TZVPD.

Geometry (Å):
H  0.5732  -1.2907  1.8824
H  -1.3102  -0.5231  -1.3348
C  -1.2075  1.3850  -0.1249
H  0.3183  0.3958  1.6686
H  2.2270  0.5999  -0.3773
H  1.7997  -0.2929  1.5189
C  -1.0079  -0.1724  -0.3018
C  1.4915  0.0284  -0.9782
N  0.7864  -0.4495  1.3542
H  -0.4144  1.7971  0.5078
H  0.5620  -1.7475  -0.3060
H  1.1310  0.6665  -1.7827
O  -1.9927  -0.6683  0.5347
H  -1.0741  1.6997  -1.1793
H  -2.1334  -1.6461  0.4296
H  2.0281  -0.7160  -1.6110
C  0.4327  -0.6505  -0.1456
H  -2.2099  1.5847  0.2454

Forces on the atoms, in the same order (eV/Å):
H -0.49 0.05 0.56
H 0.22 -0.19 0.15
C 1.13 -1.60 -1.23
H -0.20 -0.01 0.75
H -0.49 -0.24 -0.39
H -0.34 -0.06 -0.42
C -2.49 2.92 0.18
C 0.78 0.18 -1.37
N 0.71 -0.05 -0.81
H -0.30 0.38 -0.27
H -0.70 0.69 0.15
H -0.37 0.48 0.29
O 0.83 -1.71 -0.03
H -0.11 0.65 0.54
H -0.38 0.17 -0.09
H -0.13 0.17 0.86
C 2.21 -1.98 1.21
H 0.12 0.16 -0.09

Results
- ΔE to the lowest compared entry with this formula, charge and spin: 48.9 kcal per mole
- HOMO-LUMO gap (spin up / spin down): 0.49869 / 0.24657 Ha
- Net charge: +2
- Multiplicity: 2
- Electronic energy: -288.7811 Ha

Charges computed using natural (NBO), reported in e: number 1, H, carries 0.463; number 2, H, carries 0.363; number 3, C, carries -0.607; number 4, H, carries 0.453; number 5, H, carries 0.263; number 6, H, carries 0.478; number 7, C, carries 0.021; number 8, C, carries -0.683; number 9, N, carries -0.688; number 10, H, carries 0.223; number 11, H, carries 0.278; number 12, H, carries 0.286; number 13, O, carries -0.236; number 14, H, carries 0.288; number 15, H, carries 0.536; number 16, H, carries 0.304; number 17, C, carries -0.030; number 18, H, carries 0.288



(2)
Computed, not measured: a cluster of 2 separate species, C4H12NO2 in total, with ωB97M-V/def2-TZVPD.

Geometry (Å):
H  -0.7306  -1.7303  -0.7783
H  -1.8740  0.6605  0.0584
C  0.6944  -0.2027  -0.3142
C  1.6185  0.8551  -0.9777
H  -0.4683  -1.2223  1.5904
O  -0.7058  2.3821  -0.0613
O  -0.6478  -2.0635  2.1650
H  -1.6052  1.4527  1.5890
H  1.1425  1.1091  -1.9263
C  -1.1108  1.3296  0.6036
H  0.6638  0.7164  1.4727
H  -1.0597  -0.3340  -1.6809
H  1.7572  1.7142  -0.3392
N  -0.0456  0.2801  0.8894
H  -1.5947  -1.9868  2.3218
H  0.3430  -1.3370  -2.1141
H  1.3277  -1.0054  0.0771
H  2.5114  0.2903  -1.2896
C  -0.2161  -0.9082  -1.2859

Forces on the atoms, in the same order (eV/Å):
H 0.26 -0.17 0.10
H 0.18 0.48 0.14
C 0.02 0.57 0.88
C -0.69 -1.67 -0.89
H -0.03 -0.38 0.81
O -0.04 0.23 0.25
O -0.07 0.53 -0.62
H 0.16 0.37 0.40
H -0.01 0.71 0.20
C -0.42 -1.19 -1.05
H -0.09 0.11 0.10
H 0.48 0.50 -0.07
H 0.25 0.15 -0.11
N 0.31 -0.36 -0.47
H 0.06 -0.08 0.05
H 0.16 0.03 -0.16
H 0.21 0.05 0.10
H 0.32 0.56 0.36
C -1.05 -0.45 -0.05

Results
- ΔE to the lowest compared entry with this formula, charge and spin: 15.0 kcal per mole
- HOMO-LUMO gap: 0.25562 Ha
- Net charge: -1
- Electronic energy: -364.8316 Ha

Charges computed using natural (NBO), reported in e: number 1, H, carries 0.210; number 2, H, carries 0.036; number 3, C, carries -0.037; number 4, C, carries -0.623; number 5, H, carries 0.498; number 6, O, carries -0.928; number 7, O, carries -1.028; number 8, H, carries 0.070; number 9, H, carries 0.207; number 10, C, carries 0.153; number 11, H, carries 0.342; number 12, H, carries 0.217; number 13, H, carries 0.238; number 14, N, carries -0.694; number 15, H, carries 0.445; number 16, H, carries 0.189; number 17, H, carries 0.165; number 18, H, carries 0.168; number 19, C, carries -0.627



(3)
Computed, not measured: a structure of composition C4H12NO2, with ωB97M-V/def2-TZVPD.

Geometry (Å):
O  2.0631  0.7906  0.7553
C  1.0628  -0.0640  1.1754
H  -1.2699  -1.4199  1.3489
O  2.9389  0.1714  -1.4266
C  -1.7396  0.8842  -0.2351
C  -0.4033  0.2943  -0.8929
C  0.1930  -0.6890  0.0848
H  -2.8070  -0.7342  0.4216
H  1.4335  -0.8660  1.8375
H  2.4715  -0.6359  -1.6557
H  0.4056  0.9973  -1.0890
H  -2.1171  1.7871  -0.7155
H  0.7788  -1.5100  -0.3181
H  -0.8070  -1.1555  0.7139
H  2.4065  0.6007  -0.5243
H  0.3628  0.5002  1.8191
H  -1.4150  1.2186  0.8011
H  -0.6863  -0.1878  -1.8160
N  -2.8714  0.0179  -0.2844

Forces on the atoms, in the same order (eV/Å):
O -0.96 -0.32 -0.18
C -0.11 1.29 0.94
H -0.57 -0.09 -0.18
O -0.47 0.59 -0.09
C -1.47 0.33 1.33
C -0.15 -2.06 1.08
C 2.76 2.37 -1.68
H -0.19 0.64 0.20
H 0.08 -0.34 -0.13
H -0.02 0.03 0.00
H -0.34 0.55 0.38
H 0.72 0.15 -0.55
H -0.93 -0.77 -0.26
H -0.05 -0.44 0.06
H 1.08 -1.09 -0.14
H -0.16 0.02 0.20
H -0.16 -0.44 -0.61
H -0.08 -0.15 -0.32
N 1.03 -0.27 -0.06

Results
- ΔE to the lowest compared entry with this formula, charge and spin: 154.3 kcal per mole
- HOMO-LUMO gap: 0.19392 Ha
- Net charge: -1
- Electronic energy: -364.6096 Ha

Charges computed using natural (NBO), reported in e: number 1, O, carries -0.855; number 2, C, carries -0.073; number 3, H, carries 0.158; number 4, O, carries -1.079; number 5, C, carries -0.253; number 6, C, carries -0.479; number 7, C, carries -0.138; number 8, H, carries 0.277; number 9, H, carries 0.116; number 10, H, carries 0.421; number 11, H, carries 0.300; number 12, H, carries 0.196; number 13, H, carries 0.214; number 14, H, carries 0.000; number 15, H, carries 0.486; number 16, H, carries 0.116; number 17, H, carries 0.149; number 18, H, carries 0.208; number 19, N, carries -0.764



(4)
Computed, not measured: a cluster of 2 separate species, C4H12NO2 in total, with ωB97M-V/def2-TZVPD.

Geometry (Å):
O  1.5582  1.5651  1.1562
H  3.0140  -1.7540  0.0523
C  -0.6183  1.0767  -1.4147
H  -2.5279  0.1627  -0.2986
H  0.6931  -0.5409  -0.9162
H  -1.2568  1.8224  -0.9543
C  -2.1816  -0.4512  0.5108
H  2.8018  -2.5550  1.2990
H  -0.7240  0.7457  1.3725
N  -0.6823  -0.0748  0.7655
H  -2.6478  -0.3677  1.4859
H  -2.1918  -1.4988  0.2119
H  -1.0555  0.3814  -2.1290
O  2.4026  -1.8742  0.7891
C  0.1897  0.2781  -0.3978
C  1.3947  1.0771  0.0719
H  -0.3250  -0.9427  1.1570
H  -0.0493  1.7342  -2.0923
H  2.2062  1.2159  -0.6691

Forces on the atoms, in the same order (eV/Å):
O -0.90 -0.34 0.06
H -0.02 -0.01 0.08
C 0.74 0.47 -1.10
H -0.58 0.30 0.17
H -0.76 -0.70 0.48
H -0.63 -0.34 0.15
C 1.71 -0.50 -0.05
H 0.47 -0.95 0.86
H 0.76 -0.34 0.54
N -1.32 -1.01 -1.11
H -0.36 0.33 -0.20
H -0.02 0.09 -0.09
H -0.82 0.20 0.30
O -0.60 1.03 -1.00
C 0.53 1.26 -0.75
C 0.90 0.68 0.56
H 0.65 0.53 0.96
H 0.63 -0.45 0.47
H -0.40 -0.24 -0.33

Results
- ΔE to the lowest compared entry with this formula, charge and spin: 44.7 kcal per mole
- HOMO-LUMO gap: 0.41185 Ha
- Net charge: +1
- Electronic energy: -364.5640 Ha

Charges computed using natural (NBO), reported in e: number 1, O, carries -0.482; number 2, H, carries 0.479; number 3, C, carries -0.662; number 4, H, carries 0.242; number 5, H, carries 0.260; number 6, H, carries 0.236; number 7, C, carries -0.401; number 8, H, carries 0.490; number 9, H, carries 0.454; number 10, N, carries -0.506; number 11, H, carries 0.242; number 12, H, carries 0.231; number 13, H, carries 0.247; number 14, O, carries -0.965; number 15, C, carries -0.171; number 16, C, carries 0.428; number 17, H, carries 0.460; number 18, H, carries 0.269; number 19, H, carries 0.149



(5)
Computed, not measured: a cluster of 2 separate species, C4H12NO2 in total, with ωB97M-V/def2-TZVPD.

Geometry (Å):
H  -0.8525  0.7364  -2.2677
H  0.1225  -1.4564  1.9254
H  0.8236  0.3655  -2.4656
C  2.1907  -0.4772  0.4269
H  -3.1125  -0.2944  0.3256
C  0.1069  0.7689  -1.7674
C  0.8059  0.1512  0.6374
H  0.3105  1.7665  -1.3970
C  0.1583  -0.3670  1.9029
H  0.9998  1.2246  0.6671
H  0.7157  -0.0456  2.7839
H  -0.8229  0.0778  2.0809
H  -0.9920  -0.3050  -0.4203
H  2.9314  -0.4847  1.2396
N  0.0180  -0.1768  -0.5750
O  -2.8079  -0.0567  -0.5579
H  -3.5179  0.4833  -0.9301
H  0.4108  -1.0476  -0.9443
O  2.5118  -0.8628  -0.6643

Forces on the atoms, in the same order (eV/Å):
H -0.24 0.13 0.10
H -0.19 0.02 -0.06
H 0.54 0.29 0.09
C 0.39 0.48 -0.58
H -0.21 -0.04 -0.06
C -0.33 -0.37 0.42
C 0.65 -0.33 0.39
H 0.19 0.05 -0.22
C -0.18 0.35 0.54
H -0.32 0.10 0.06
H 0.31 -0.08 -0.16
H -0.12 -0.23 -0.30
H 0.00 0.12 0.35
H -0.33 0.07 0.32
N -0.06 0.07 -1.24
O 0.04 0.03 0.25
H 0.15 -0.08 -0.03
H -0.09 -0.20 0.17
O -0.21 -0.39 -0.04

Results
- ΔE to the lowest compared entry with this formula, charge and spin: 28.2 kcal per mole
- HOMO-LUMO gap: 0.41855 Ha
- Net charge: +1
- Electronic energy: -364.5904 Ha

Charges computed using natural (NBO), reported in e: number 1, H, carries 0.235; number 2, H, carries 0.235; number 3, H, carries 0.246; number 4, C, carries 0.424; number 5, H, carries 0.493; number 6, C, carries -0.407; number 7, C, carries -0.156; number 8, H, carries 0.227; number 9, C, carries -0.641; number 10, H, carries 0.247; number 11, H, carries 0.260; number 12, H, carries 0.235; number 13, H, carries 0.475; number 14, H, carries 0.169; number 15, N, carries -0.530; number 16, O, carries -0.974; number 17, H, carries 0.510; number 18, H, carries 0.448; number 19, O, carries -0.497



(6)
Computed, not measured: a cluster of 3 separate species, C4H12NO2 in total, with ωB97M-V/def2-TZVPD.

Geometry (Å):
H  -1.1057  -2.1822  1.5640
H  1.0358  -1.2319  0.6528
H  0.2187  -1.7906  -2.0339
H  0.4843  -1.0375  2.3581
C  -1.3388  1.4651  -0.5272
C  0.4369  0.7339  1.2034
H  1.3181  -0.3368  -1.4081
H  -2.3739  1.4932  -0.1220
H  2.6794  -0.6036  -2.1827
O  -0.0077  -1.2217  -1.2736
H  1.3035  1.2172  1.6399
H  -1.1204  -1.5680  0.0670
H  -1.3735  2.3196  -1.1999
H  -0.1817  2.6735  0.8195
H  -1.1682  0.5212  -1.0308
C  -0.3830  1.6302  0.5721
N  -0.9882  -1.3033  1.0614
C  0.2861  -0.7204  1.3287
O  2.2784  -0.0577  -1.4887

Forces on the atoms, in the same order (eV/Å):
H 0.04 0.24 0.34
H 0.34 0.16 -0.79
H -0.41 0.07 0.21
H 0.99 0.08 0.00
C -0.07 -0.81 0.54
C 0.34 -0.25 -0.38
H 0.73 0.08 -0.32
H 0.12 -0.13 0.27
H -0.21 0.20 0.23
O 0.40 -0.66 0.28
H 0.30 -0.55 0.17
H -0.25 0.96 -0.73
H 0.33 0.12 -0.10
H -0.19 -0.10 0.41
H -0.24 0.15 -0.30
C -0.10 1.09 -1.17
N 1.16 -1.01 -0.48
C -2.96 0.43 1.65
O -0.33 -0.08 0.16

Results
- ΔE to the lowest compared entry with this formula, charge and spin: 195.2 kcal per mole
- HOMO-LUMO gap: 0.17641 Ha
- Net charge: +1
- Electronic energy: -364.3242 Ha

Charges computed using natural (NBO), reported in e: number 1, H, carries 0.396; number 2, H, carries 0.425; number 3, H, carries 0.482; number 4, H, carries 0.293; number 5, C, carries -0.728; number 6, C, carries -0.057; number 7, H, carries 0.466; number 8, H, carries 0.314; number 9, H, carries 0.483; number 10, O, carries -0.862; number 11, H, carries 0.265; number 12, H, carries 0.435; number 13, H, carries 0.294; number 14, H, carries 0.242; number 15, H, carries 0.279; number 16, C, carries 0.109; number 17, N, carries -0.564; number 18, C, carries -0.348; number 19, O, carries -0.926